Record 1
2 unconnected molecules or ions with the total composition C3H5P, computed with ωB97M-V/def2-TZVPD.

Last column: natural (NBO) charge in e.
Geometry (Å):
C: -0.6630 -0.0026 2.2387  -0.745
P: 0.8028 -0.0486 2.7094  0.549
H: -1.6366 -0.3597 2.2633  0.204
C: 0.3918 0.1477 -1.8125  -0.343
C: 0.0769 0.1455 -0.4786  -0.421
H: 1.5076 -0.1980 -2.0078  0.167
H: -0.0356 0.5172 -2.6742  0.192
H: 0.5388 -0.5584 0.1864  0.210
H: -0.9828 0.3570 -0.4247  0.188

Forces on the atoms, in the same order (eV/Å):
2.1 -0.5 1.7
-0.5 0.5 -0.1
-1.7 0.1 -0.6
5.3 -1.5 3.5
-1.5 -1.0 -4.8
-2.3 0.4 0.0
-1.5 1.0 -1.2
0.4 0.6 0.1
-0.2 0.4 1.3

Results
E_HOMO	-9.656	eV
spin multiplicity	1
charge	0
SMILES	C#P.C=C


Record 2
2 unconnected molecules or ions with the total composition C3H5P3, computed with ωB97M-V/def2-TZVPD.

Last column: natural (NBO) charge in e.
Geometry (Å):
C: -1.0177 0.6895 0.3029  -0.695
C: 0.2234 0.5497 -0.3084  -0.408
C: 1.1091 -0.5855 0.1090  -0.653
P: -2.5260 1.5305 0.1593  0.461
P: 0.6287 1.6988 -1.5252  0.532
P: -1.9934 0.1048 1.6475  0.483
H: 0.6390 -1.1549 0.9103  0.235
H: 1.2732 -1.2598 -0.7319  0.239
H: 2.0838 -0.2318 0.4472  0.231
H: 1.9252 1.2204 -1.7496  -0.059
H: -2.3453 -2.5618 0.7388  -0.365

Forces on the atoms, in the same order (eV/Å):
-2.8 1.2 0.6
1.7 0.6 -1.7
0.1 -0.2 0.1
1.0 -0.5 -0.2
-0.7 -0.5 1.0
0.1 -1.9 -0.2
0.1 -0.1 0.0
0.0 0.0 0.0
0.0 0.0 0.0
0.4 -0.2 -0.1
0.2 1.6 0.5

Results
E_HOMO (alpha / beta)	-7.060 / -7.061	eV
spin multiplicity	1
charge	0


Record 3
C3H6 in the gas phase, computed with ωB97M-V/def2-TZVPD.

Last column: natural (NBO) charge in e.
Geometry (Å):
C: 1.3706 -0.1883 -0.0387  -0.385
C: 0.2501 0.4891 -0.0187  -0.190
C: -1.1297 -0.0887 -0.0424  -0.661
H: 1.4818 -1.2675 0.1194  0.186
H: 2.3171 0.3341 -0.0565  0.191
H: 0.4757 1.5178 0.0693  0.199
H: -1.1977 -0.9580 -0.6225  0.219
H: -1.6108 -0.3688 0.9763  0.218
H: -1.9571 0.5302 -0.3861  0.223

Forces on the atoms, in the same order (eV/Å):
1.2 -1.4 0.5
-0.5 -0.4 0.2
-1.7 0.6 2.5
-0.4 0.2 -0.6
0.0 0.1 0.1
-0.8 1.3 -0.3
0.2 -1.4 -0.8
1.4 0.3 -1.1
0.5 0.7 -0.5

Results
E_HOMO	-9.658	eV
spin multiplicity	1
charge	0
SMILES	C=CC


Record 4
A molecular structure, C3H6AgF3O, computed with ωB97M-V/def2-TZVPD.

Last column: natural (NBO) charge in e.
Geometry (Å):
H: -0.2896 2.2374 -0.2021  0.217
C: -1.2079 1.7053 -0.5118  0.827
F: -2.3236 0.3279 -0.7189  -0.446
F: -2.1017 2.5582 0.0437  -0.309
F: -1.2194 1.8857 -1.8505  -0.316
Ag: -1.0480 -2.2832 -1.6499  0.018
C: 1.0665 -1.3162 1.5070  -0.256
O: 0.8089 -0.0997 0.8653  -0.496
C: 0.5636 -0.1713 -0.5314  -0.138
H: 1.2385 -1.1053 2.5707  0.200
H: 0.2002 -1.9992 1.4342  0.193
H: 1.9742 -1.7898 1.0946  0.179
H: 0.8645 0.7134 -1.1100  0.166
H: 1.4737 -0.6633 -0.9407  0.159

Forces on the atoms, in the same order (eV/Å):
0.7 -2.5 1.1
-5.2 1.8 -3.4
3.3 2.3 1.8
0.2 -1.3 -0.2
0.5 0.0 0.9
-0.1 0.0 0.0
0.1 -1.0 0.4
-1.5 1.4 -2.1
4.4 -0.1 1.3
-0.1 0.1 -0.4
0.4 0.2 -0.1
-0.4 0.0 0.0
-1.5 1.0 0.8
-1.0 -1.9 -0.1

Results
E_HOMO (alpha / beta)	-6.131 / -10.880	eV
spin multiplicity	3
⟨S²⟩	2.0052
charge	0


Record 5
A molecular structure, C3H6AgO3, computed with ωB97M-V/def2-TZVPD.

Last column: natural (NBO) charge in e.
Geometry (Å):
O: 1.0577 1.0548 0.4482  -0.517
Ag: -0.7583 1.6592 0.3424  1.220
C: -2.3877 -1.0342 0.6621  -0.254
O: -1.1681 -0.2987 0.5432  -0.633
C: 0.0155 -1.0892 0.6751  -0.193
C: 1.2665 -0.2217 0.4857  0.704
O: 2.3492 -0.7342 0.7759  -0.456
H: -3.2088 -0.3416 0.4531  0.213
H: -2.3918 -1.8544 -0.0671  0.213
H: -2.4818 -1.4321 1.6816  0.210
H: 0.0138 -1.8782 -0.0917  0.235
H: 0.0314 -1.5562 1.6712  0.241
H: 1.6017 -0.5464 -1.8611  0.017

Forces on the atoms, in the same order (eV/Å):
2.6 0.7 -0.4
-1.8 2.7 -0.4
-0.6 -0.4 0.1
-0.2 -1.3 0.0
0.1 -0.6 -0.7
1.2 -3.3 3.1
-1.7 1.8 -1.4
0.2 -0.2 0.1
0.0 0.2 0.1
0.0 0.1 -0.3
0.0 0.1 0.2
0.2 0.2 -0.3
0.0 0.0 -0.2

Results
E_HOMO (alpha / beta)	-14.627 / -14.793	eV
spin multiplicity	3
⟨S²⟩	2.0071
charge	+1


Record 6
A molecular structure, C3H6AuFO2, computed with ωB97M-V/def2-TZVPD.

Last column: natural (NBO) charge in e.
Geometry (Å):
O: 1.8985 1.7251 0.5295  -0.486
C: 0.6729 1.7524 0.1471  0.261
C: -0.0832 0.6016 -0.0118  0.077
O: 0.6556 -0.5734 0.1812  -0.499
C: -0.1034 -1.7575 0.3999  -0.281
Au: 2.4725 -0.1190 0.6656  0.709
H: 0.1673 2.7222 0.0306  0.243
H: -1.3469 0.6186 -1.5530  0.518
H: -0.5961 -2.0594 -0.5341  0.239
H: 0.5909 -2.5411 0.7192  0.251
H: -0.8620 -1.5813 1.1746  0.223
H: -1.1328 0.5902 0.3249  0.277
F: -2.3332 0.6217 -2.0737  -0.531

Forces on the atoms, in the same order (eV/Å):
-3.1 2.8 -1.2
1.4 2.1 0.5
0.2 -2.2 1.5
-5.1 1.8 -1.7
-1.1 -1.8 0.2
6.7 -2.9 1.7
0.3 -0.2 0.0
-5.2 0.1 -3.1
0.2 0.2 0.2
-0.1 0.3 -0.1
0.3 0.0 -0.1
0.2 -0.1 -0.7
5.1 -0.1 2.8

Results
E_HOMO (alpha / beta)	-12.445 / -16.893	eV
spin multiplicity	4
⟨S²⟩	3.7697
charge	+1


Record 7
2 unconnected molecules or ions with the total composition C3H6Br, computed with ωB97M-V/def2-TZVPD.

Last column: natural (NBO) charge in e.
Geometry (Å):
Br: -2.6131 1.0526 -1.7620  -0.215
H: -1.3177 0.3254 -1.8611  0.216
C: -2.4259 -1.0634 2.8051  -0.383
C: -1.0890 -0.8578 2.9281  -0.254
C: -0.1749 -1.7885 3.3988  -0.327
H: -2.9344 -0.3295 2.1569  0.183
H: -2.4475 -1.8196 2.0298  0.198
H: -0.5850 0.0129 2.4796  0.199
H: 0.8911 -1.6492 3.7195  0.203
H: -0.4846 -2.8652 3.4326  0.180

Forces on the atoms, in the same order (eV/Å):
1.4 -0.8 -0.1
-1.4 0.8 0.1
-1.5 0.1 -4.0
4.7 0.6 0.9
-0.2 -1.4 -0.1
-0.2 0.8 1.4
-1.1 -2.2 1.0
-0.6 0.6 1.1
-1.2 0.4 -0.8
0.0 1.0 0.5

Results
E_HOMO (alpha / beta)	-8.739 / -9.465	eV
spin multiplicity	2
⟨S²⟩	0.7982
charge	0


Record 8
A gas-phase ion, C3H6Br2N3 (charge +1), computed with ωB97M-V/def2-TZVPD.

Last column: natural (NBO) charge in e.
Geometry (Å):
C: -1.0510 -0.0580 0.2212  -0.410
N: 0.3173 -0.7740 -0.0365  -0.303
N: 0.2332 -1.4642 -1.3799  -0.341
C: 1.0176 -0.7918 -2.1695  0.331
Br: 0.9206 -1.1575 -4.0164  0.218
N: 1.7627 0.2406 -1.7413  -0.609
C: 1.4611 0.1969 -0.0809  0.029
Br: 2.8327 -0.3299 1.2387  0.160
H: -0.7653 0.8611 0.7075  0.221
H: -1.7241 0.0932 -0.6089  0.266
H: -1.6035 -0.5431 1.0060  0.248
H: 0.3310 -1.6159 0.5026  0.474
H: 2.5652 0.6349 -2.1823  0.458
H: 1.1369 1.2570 0.0351  0.258

Forces on the atoms, in the same order (eV/Å):
1.0 0.2 1.3
-1.9 1.1 -2.9
0.4 1.0 -0.4
-0.5 -0.4 -0.8
0.3 0.0 0.6
-1.9 -1.5 4.5
1.2 0.9 -2.0
-0.8 0.4 -1.4
-0.1 0.6 -0.3
0.6 -0.2 -0.7
0.0 -0.9 0.1
0.9 -0.1 1.4
0.6 0.1 -0.1
0.2 -1.2 0.6

Results
E_HOMO	-14.472	eV
spin multiplicity	1
charge	+1
SMILES	C[N@H+]1N=C(Br)N[C@@H]1Br


Record 9
A gas-phase ion, C3H6Br2N3 (charge +1), computed with ωB97M-V/def2-TZVPD.

Last column: natural (NBO) charge in e.
Geometry (Å):
C: 0.8575 1.6247 -0.2689  0.226
C: 0.4355 -1.0148 0.5592  -0.088
C: -1.8904 -0.5421 0.0303  -0.406
N: -0.2848 1.0975 -0.4764  -0.326
N: 1.8738 1.1030 0.3761  -0.504
N: -0.4588 -0.3576 -0.3280  -0.316
Br: 1.7239 -2.1700 -0.0616  0.257
Br: 3.6019 0.8973 0.0385  0.459
H: 0.8646 2.6802 -0.5531  0.263
H: 0.3112 -0.8576 1.6174  0.247
H: -2.1574 -1.5960 -0.0278  0.237
H: -2.0608 -0.1659 1.0379  0.242
H: -2.4939 0.0389 -0.6665  0.261
H: -0.3223 -0.7376 -1.2772  0.448

Forces on the atoms, in the same order (eV/Å):
0.1 0.2 -0.5
1.6 0.5 0.3
-0.9 -0.1 0.2
-1.5 0.5 -0.8
0.2 -1.5 1.5
0.5 0.0 -0.5
-0.5 0.1 0.0
-0.1 0.3 -0.4
0.2 0.0 0.0
-0.1 0.0 0.0
0.2 0.0 0.0
0.2 0.0 -0.1
0.2 0.0 0.0
0.0 0.1 0.2

Results
E_HOMO (alpha / beta)	-13.803 / -13.188	eV
spin multiplicity	1
charge	+1


Record 10
2 unconnected molecules or ions with the total composition C3H6BrF, computed with ωB97M-V/def2-TZVPD.

Last column: natural (NBO) charge in e.
Geometry (Å):
C: 0.8823 1.5422 -0.9256  -0.532
C: -0.0864 -1.1922 0.9959  -0.733
C: -0.8371 -0.5148 -0.0775  0.310
F: -0.7005 -1.0423 -1.2626  -0.338
Br: -2.4608 0.3505 0.2322  0.060
H: 0.2785 2.2675 -0.4161  0.171
H: 1.6185 1.0980 -0.2264  0.165
H: 1.0292 1.5438 -1.9935  0.181
H: -0.4581 -2.2243 0.8002  0.229
H: -0.3560 -0.6384 1.9285  0.246
H: 1.0904 -1.1900 0.9449  0.240

Forces on the atoms, in the same order (eV/Å):
0.6 -0.6 1.5
1.0 0.2 0.2
1.6 2.2 0.2
-0.4 -0.9 -1.4
-0.2 -0.2 0.0
-0.4 0.3 -0.3
-0.3 0.1 -1.0
-0.1 -0.1 0.1
0.5 0.1 1.4
0.1 -1.3 -0.4
-2.3 0.1 -0.4

Results
E_HOMO (alpha / beta)	-7.629 / -8.663	eV
spin multiplicity	1
charge	0


Across the entries above, relative energy (zero: lowest compared OMol25 entry of this formula, charge and spin) takes the values 210.4, 450.6, 36.6, 312.1, 171.3, 121.6, 70.6, 92.1, 382.0, 407.0 kJ/mol, respectively.
Across the entries above, maximum force takes the values 6.5, 3.1, 3.1, 6.5, 4.7, 7.5, 4.9, 5.1, 2.1, 2.8 eV/Å, respectively.